Entry from the OMol25 dataset: C60H53LaN2O5P2SSe as an isolated structure (wB97M-V/def2-TZVPD).

Its HOMO-LUMO gap is 6.53 eV. As for the charge: 0. The value obtained for the HOMO energy is -6.684 eV. The max |F| is 4.3 eV Å⁻¹. The LUMO energy comes out at -0.16 eV. For the total energy, the calculation gives -171914.721 eV.

```
125
Properties=species:S:1:pos:R:3:forces:R:3:mulliken_charge:R:1
La 3.511813 -0.588293 -0.005515 1.91 -1.30 -1.46 0.974
O -1.200692 -0.450392 -0.993034 1.29 -0.56 -0.74 -0.617
S -2.533438 0.156127 -0.835818 -1.24 1.00 1.21 0.584
C -3.612444 -1.256228 -0.533404 0.43 0.08 0.36 -0.505
C -4.693203 -1.472606 -1.329397 -0.88 1.62 -1.77 -0.203
C -5.451102 -2.580998 -1.136298 -1.38 -0.46 -1.40 -0.708
C -5.134094 -3.519569 -0.198655 -0.49 -0.43 0.36 -1.320
C -4.123928 -3.284352 0.717766 -0.36 1.37 -1.22 -0.438
C -3.380117 -2.119898 0.564965 -0.71 0.94 0.27 1.047
P -2.595182 -1.399522 2.048284 1.31 0.63 -0.28 0.574
C -3.855131 -0.904246 3.245539 -2.07 1.12 -0.24 0.409
C -4.927877 -1.688499 3.746000 1.28 -0.81 -0.97 -0.237
C -5.634675 -1.302473 4.849816 -0.42 1.33 1.44 -0.308
C -5.456413 0.002045 5.417104 1.04 -0.45 -1.10 -0.506
C -4.574203 0.881291 4.746567 -0.46 -1.63 -0.03 -0.490
C -3.817317 0.459778 3.652294 0.58 -1.49 -0.15 -0.606
C -1.948629 -2.943046 2.690053 0.02 -0.96 0.60 0.574
C -1.130459 -3.639665 1.769012 0.47 -0.17 1.44 -0.758
C -0.420473 -4.753375 2.219885 -0.18 0.44 -0.33 -0.584
C -0.530058 -5.258766 3.510288 -0.25 0.79 0.07 -0.673
C -1.431916 -4.635601 4.371609 -0.56 0.90 -1.31 -0.619
C -2.166294 -3.487032 3.984858 0.55 -0.69 -0.69 -0.296
C -3.183013 0.687982 -2.464684 1.01 -0.54 -0.16 -0.195
C -2.924088 -0.263387 -3.477020 -1.42 2.71 -1.50 -0.331
C -3.269135 0.131868 -4.814295 0.10 -0.42 1.74 -0.879
C -3.786272 1.423151 -5.056186 0.27 -0.57 -0.52 -1.056
C -3.861938 2.349067 -4.046977 -0.25 0.37 1.45 0.424
C -3.608997 2.012467 -2.683354 0.97 -0.84 -0.78 -0.153
P -3.361654 3.241227 -1.312748 -0.71 0.09 -0.15 0.056
C -4.993929 4.083683 -1.326087 -1.05 -1.08 -1.53 0.531
C -5.260120 4.876158 -0.241740 0.33 0.71 1.52 -0.296
C -6.378406 5.708038 -0.107502 -0.48 -0.68 -0.67 -0.414
C -7.290530 5.784569 -1.193968 1.62 -0.92 1.24 -0.689
C -7.079505 4.854980 -2.208134 -0.38 -0.02 -2.74 -0.522
C -6.004881 3.943454 -2.329701 0.57 2.11 3.02 -0.586
C -2.403512 4.461978 -2.282272 0.25 0.55 -0.79 0.588
C -2.690025 5.843619 -2.400066 0.26 -0.91 0.63 -0.524
C -2.016109 6.586744 -3.355604 -0.15 1.76 -0.69 -0.257
C -0.996487 6.069848 -4.146094 -0.08 -0.36 0.81 -0.753
C -0.576944 4.764744 -3.839060 0.40 1.10 -1.14 -0.482
C -1.311637 3.951751 -3.008903 0.16 0.22 0.72 -0.524
H -5.073659 -0.768158 -2.132633 0.97 -0.83 1.16 0.246
H -6.305042 -2.656418 -1.832050 0.34 -0.49 0.70 0.369
H -5.807150 -4.340540 -0.126348 -0.17 -0.80 0.30 0.398
H -4.016442 -3.833280 1.611777 0.22 -0.90 0.60 0.554
H -5.142548 -2.681245 3.284288 0.38 0.78 0.58 0.257
H -6.250489 -2.052517 5.343388 -0.24 0.39 -0.14 0.357
H -5.899237 0.320452 6.367437 -0.04 -0.31 -0.52 0.367
H -4.332632 1.832101 5.122658 -0.22 1.22 0.54 0.413
H -3.094782 1.118982 3.143162 -0.37 -0.27 0.52 0.389
H -0.948922 -3.274942 0.754731 -0.22 0.00 0.34 0.380
H 0.257852 -5.204243 1.527267 0.36 -0.37 -0.27 0.470
H 0.126357 -6.063394 3.819780 -0.30 -0.09 0.08 0.387
H -1.689876 -5.030917 5.310727 0.14 -0.58 1.18 0.466
H -2.945470 -3.133904 4.688494 0.78 0.18 -0.65 0.297
H -2.500398 -1.178723 -3.131675 0.24 -0.72 -0.49 0.663
H -3.166739 -0.566046 -5.631113 0.10 -0.05 -0.08 0.427
H -4.093646 1.748426 -6.067417 0.39 -0.44 0.59 0.329
H -4.131558 3.378962 -4.272510 0.07 -0.19 -0.05 0.723
H -4.521146 4.789214 0.575800 -0.57 0.39 -0.25 0.305
H -6.563650 6.138496 0.871868 0.03 0.45 -0.34 0.396
H -8.123416 6.475534 -1.205050 0.03 -0.13 -0.04 0.416
H -7.701823 4.966332 -3.135098 0.15 -0.44 1.11 0.245
H -5.896227 3.171556 -3.041274 -0.34 -0.23 -0.97 0.713
H -3.329563 6.334798 -1.657276 -0.17 -0.26 -0.68 0.377
H -2.261905 7.667617 -3.525168 0.05 -1.10 0.44 0.299
H -0.496434 6.723847 -4.876853 -0.15 -0.58 0.44 0.361
H 0.360083 4.459079 -4.284163 -0.11 -0.52 -0.08 0.450
H -0.938859 2.944917 -2.832086 -0.28 0.00 -0.06 0.391
N 3.282581 2.911027 3.880873 -0.89 -2.03 -0.70 -0.497
C 2.711071 3.628489 2.734665 0.77 0.89 -0.53 -0.438
C 1.772681 2.724384 1.833574 -0.11 2.20 1.44 -0.798
C 2.458656 1.600376 1.168251 0.33 -0.71 0.62 1.319
O 3.083116 1.717887 0.064354 -1.29 0.98 1.25 -0.638
O 2.436884 0.473090 1.783739 -0.38 0.71 0.14 -0.693
H 2.877393 1.947571 3.940433 0.61 1.12 0.06 0.165
H 3.183262 3.340373 4.771520 -0.28 0.52 0.49 0.226
H 3.611753 3.905693 2.139784 -0.85 0.29 -0.02 0.226
H 2.166971 4.603494 3.039974 0.67 -1.64 -0.54 0.299
H 1.311121 3.373716 1.090875 0.02 0.00 -0.07 0.388
H 1.027945 2.433772 2.580340 -0.16 -0.65 -0.60 0.308
C 5.347387 2.718732 -2.994827 0.30 -1.19 1.04 -0.543
C 6.068352 1.957532 -3.901524 -0.16 -0.23 -1.49 -0.520
C 6.459223 0.648318 -3.669465 0.36 -1.26 1.38 -0.647
C 6.001401 0.040680 -2.438954 -0.87 3.42 -2.38 0.481
C 5.163643 0.809662 -1.596737 0.33 -1.90 2.30 -0.248
C 5.022837 2.180001 -1.726875 0.75 0.39 -2.94 -0.474
C 6.275635 -1.344847 -2.233100 0.02 -1.54 0.53 0.848
C 7.615464 -1.785260 -2.463917 0.47 -1.77 0.02 -0.937
C 7.969938 -3.125438 -2.190032 0.67 2.53 0.48 -0.801
C 6.971020 -4.004126 -1.721654 0.13 0.81 0.82 0.872
C 7.299347 -5.331996 -1.331419 0.71 0.57 -0.45 -0.606
C 6.337727 -6.221547 -0.961739 0.14 -0.01 0.04 -0.626
C 5.014104 -5.722891 -0.811820 0.72 -0.33 -0.05 -0.456
C 4.718547 -4.411832 -1.053498 -0.37 0.65 -0.23 -0.211
C 5.686711 -3.453341 -1.480820 -0.58 -0.66 -0.97 0.115
N 5.304090 -2.137870 -1.763066 1.23 -1.10 0.59 -0.245
H 4.957344 3.649942 -3.326981 0.04 0.96 0.02 0.412
H 6.187541 2.360400 -4.907055 0.30 0.03 0.17 0.316
H 7.066546 0.006204 -4.376543 -0.79 1.16 0.60 0.348
H 4.608194 2.869077 -1.024922 -0.55 -0.22 0.51 0.473
H 8.332460 -1.027919 -2.826152 -0.34 -0.69 0.45 0.455
H 9.057741 -3.387163 -2.078800 -1.21 0.02 -0.69 0.244
H 8.388438 -5.492338 -1.343529 -0.65 -0.66 -0.17 0.303
H 6.575322 -7.286789 -0.818921 -0.18 0.68 0.25 0.349
H 4.300332 -6.436044 -0.436206 -0.54 0.14 -0.15 0.404
H 3.700590 -4.048334 -1.020282 -0.17 -0.11 0.37 0.320
O 1.670978 -0.909395 -1.738594 -1.24 0.25 1.01 -0.119
H 1.618588 -1.589055 -2.417763 -0.02 -0.46 -0.44 0.179
H 0.730579 -0.806380 -1.420794 0.75 0.13 -0.43 0.518
O 1.421383 -2.878935 -3.692738 -0.37 -0.67 -0.11 -0.546
H 2.004279 -2.748150 -4.440045 0.31 0.18 -0.24 0.262
H 1.044178 -3.763117 -3.847737 0.14 0.52 0.31 0.259
Se 4.950530 -2.395097 1.922711 -0.12 -0.13 -0.16 -0.531
C 4.048409 -2.010297 3.585030 1.28 -0.64 -0.40 0.404
C 4.762382 -1.287403 4.537871 0.56 0.66 -0.24 -0.675
C 4.112005 -0.848548 5.717159 0.76 0.15 -0.08 -0.349
C 2.792369 -1.215115 5.916716 -0.58 -1.09 -1.69 -0.728
C 2.152003 -2.089226 4.943334 -1.31 0.48 2.34 0.033
C 2.793344 -2.570848 3.822086 0.69 2.29 1.26 -0.660
H 5.828569 -1.035020 4.225852 -1.59 -0.07 0.89 0.242
H 4.633116 -0.202104 6.465424 -0.42 -0.66 -0.79 0.309
H 2.225343 -0.829256 6.758852 0.05 -0.22 -0.10 0.390
H 1.080934 -2.369546 5.194325 1.38 0.20 -0.54 0.198
H 2.367978 -3.147800 3.060578 -0.86 -0.92 -0.69 0.641
```
Forces are in eV/Å.